57
Properties=species:S:1:pos:R:3:forces:R:3:lowdin_charge:R:1 method="wB97M-V/def2-TZVPD" multiplicity=1 lumo_energy_ha=0.0268 homo_ev=-8.81 smiles="Cc1cnn(CCCNC(=O)C[C@@H]2CCN(Cc3ccc(C(N)=O)cc3)C2)c1"
C -6.716 5.589 0.424 0.0 0.0 0.0 -0.06
C -6.086 4.264 0.713 0.0 0.0 0.0 -0.27
C -4.915 3.993 1.449 0.0 0.0 0.0 -0.12
N -4.653 2.696 1.507 0.0 0.0 0.0 0.08
N -5.642 2.113 0.823 0.0 0.0 0.0 -0.18
C -5.618 0.682 0.613 0.0 0.0 0.0 -0.15
C -4.610 0.273 -0.452 0.0 0.0 0.0 -0.17
C -4.503 -1.244 -0.548 0.1 -0.3 0.3 -0.21
N -3.607 -1.728 -1.612 -0.1 0.3 -0.5 0.03
C -2.308 -1.168 -1.613 -0.2 0.4 0.6 -0.48
O -1.999 -0.272 -2.363 0.1 -0.4 -0.4 0.11
C -1.373 -1.737 -0.575 0.0 0.0 0.0 -0.09
C -0.063 -0.977 -0.460 0.0 0.0 0.0 -0.28
C 0.875 -1.136 -1.681 0.0 0.0 0.0 -0.11
C 2.189 -1.654 -1.093 0.0 0.0 0.0 -0.17
N 2.153 -1.193 0.291 0.0 0.0 0.0 -0.17
C 3.150 -1.805 1.141 0.0 0.0 0.0 -0.16
C 4.554 -1.391 0.772 0.0 0.0 0.0 -0.21
C 4.840 -0.061 0.470 0.0 0.0 0.0 -0.02
C 6.128 0.326 0.150 0.0 0.0 0.0 0.00
C 7.161 -0.606 0.139 0.0 0.0 0.0 -0.15
C 8.534 -0.121 -0.217 0.0 0.0 0.0 -0.50
N 9.575 -0.907 0.192 0.0 0.0 0.0 0.16
O 8.713 0.905 -0.843 0.0 0.0 0.0 0.06
C 6.879 -1.935 0.430 0.0 0.0 0.0 -0.03
C 5.583 -2.322 0.738 0.0 0.0 0.0 -0.03
C 0.789 -1.461 0.716 0.0 0.0 0.0 -0.16
C -6.517 3.017 0.325 0.0 0.0 0.0 -0.04
H -7.642 5.465 -0.138 0.0 0.0 0.0 0.07
H -6.955 6.126 1.342 0.0 0.0 0.0 0.07
H -6.054 6.225 -0.166 0.0 0.0 0.0 0.08
H -4.258 4.691 1.944 0.0 0.0 0.0 0.11
H -5.373 0.215 1.568 0.0 0.0 0.0 0.13
H -6.627 0.370 0.337 0.0 0.0 0.0 0.13
H -4.899 0.693 -1.419 0.0 0.0 0.0 0.13
H -3.641 0.708 -0.197 0.0 0.0 0.0 0.11
H -4.167 -1.651 0.408 0.0 0.0 0.0 0.11
H -5.483 -1.686 -0.739 0.0 0.0 0.0 0.12
H -4.017 -1.453 -2.501 0.0 0.0 0.0 0.12
H -1.903 -1.760 0.384 0.0 0.0 0.0 0.12
H -1.198 -2.786 -0.834 0.0 0.0 0.0 0.14
H -0.288 0.082 -0.323 0.0 0.0 0.0 0.14
H 0.467 -1.823 -2.423 0.0 0.0 0.0 0.11
H 1.016 -0.178 -2.177 0.0 0.0 0.0 0.11
H 2.219 -2.759 -1.124 0.0 0.0 0.0 0.12
H 3.076 -1.285 -1.607 0.0 0.0 0.0 0.12
H 2.948 -1.500 2.172 0.0 0.0 0.0 0.13
H 3.078 -2.907 1.113 0.0 0.0 0.0 0.12
H 4.033 0.661 0.475 0.0 0.0 0.0 0.12
H 6.360 1.353 -0.101 0.0 0.0 0.0 0.12
H 9.450 -1.579 0.927 0.0 0.0 0.0 0.09
H 10.498 -0.532 0.051 0.0 0.0 0.0 0.11
H 7.657 -2.687 0.378 0.0 0.0 0.0 0.11
H 5.367 -3.364 0.942 0.0 0.0 0.0 0.11
H 0.563 -0.951 1.654 0.0 0.0 0.0 0.13
H 0.633 -2.546 0.873 0.0 0.0 0.0 0.13
H -7.373 2.711 -0.254 0.0 0.0 0.0 0.13